(1)
{
  "formula": "C6H9NO2S2",
  "method": "ωB97M-V/def2-TZVPD",
  "symbols": ["C", "C", "C", "C", "C", "C", "N", "O", "O", "S", "S", "H", "H", "H", "H", "H", "H", "H", "H", "H"],
  "coordinates": [[0.59292, -0.81270, -2.17742], [-0.60462, 0.36679, -0.36931], [-2.20284, 0.66169, 2.20179], [3.26689, -0.54160, -1.26270], [-1.23793, 1.66977, 1.52610], [0.59471, -0.40660, -0.84077], [0.66334, -1.05747, -3.31478], [-1.53698, 0.61751, -1.05518], [-0.32130, 0.79892, 0.88075], [-0.70044, -3.12230, -0.16581], [2.03472, 0.10899, -0.09227], [-3.09506, 1.13144, 2.73881], [-2.51441, 0.24687, 1.15561], [-1.69632, -0.18126, 2.74679], [2.65761, -0.84889, -2.19117], [3.71267, -1.37295, -0.59593], [4.10099, 0.20779, -1.47092], [-0.50976, 2.31979, 2.15089], [-1.83854, 2.34079, 0.86345], [-1.36565, -2.12659, -0.72792]],
  "homo_ev": [-8.569, -9.802],
  "homo_lumo_gap_ev": [6.3, 7.9],
  "spin_multiplicity": 1,
  "total_charge": 0,
  "lumo_ev": [-2.226, -1.863],
  "de_lowest_kj_mol": 295.2,
  "energy_ha": -1235.49624
}

=====

(2)
{
  "formula": "C6H9NO3",
  "method": "ωB97M-V/def2-TZVPD",
  "symbols": ["C", "C", "C", "C", "C", "C", "N", "O", "O", "O", "H", "H", "H", "H", "H", "H", "H", "H", "H"],
  "coordinates": [[0.49155, 0.75004, -0.62159], [0.22504, -0.76494, -0.40735], [2.43240, -0.28917, -0.19276], [-0.52414, 2.58723, 0.88108], [-0.88594, -2.85941, 0.30763], [-0.40287, 1.88896, -0.51700], [-0.84411, -1.57090, -0.52581], [3.59103, -0.41763, 0.07106], [1.81782, 0.86509, -0.38041], [1.46977, -1.31038, -0.25419], [0.21891, 1.99686, 1.40064], [-1.56756, 2.40297, 1.33220], [-0.24304, 3.68214, 0.78479], [-1.74933, -3.49385, -0.13577], [0.08804, -3.31078, 0.13698], [-1.04562, -2.66080, 1.42910], [-0.18791, 2.52418, -1.41874], [-1.35492, 1.51012, -0.71357], [-1.52914, -1.52972, -1.17629]],
  "homo_ev": -7.439,
  "homo_lumo_gap_ev": 8.0,
  "smiles": "CCc1oc(=O)oc1NC",
  "spin_multiplicity": 1,
  "total_charge": 0,
  "lumo_ev": 0.600,
  "de_lowest_kj_mol": 242.2,
  "energy_ha": -514.42062
}

=====

(3)
{
  "formula": "C6H9NO3",
  "method": "ωB97M-V/def2-TZVPD",
  "symbols": ["C", "C", "C", "C", "C", "C", "N", "O", "O", "O", "H", "H", "H", "H", "H", "H", "H", "H", "H"],
  "coordinates": [[0.63745, -1.22801, 1.50072], [-0.47770, 1.93392, -0.66399], [-2.87955, 0.12103, 0.66019], [1.19474, -0.07628, -0.76782], [0.33905, -0.94452, 0.04477], [0.05004, 0.55631, -0.56231], [2.53967, 0.08469, -0.96578], [-3.04177, -0.79377, -0.02832], [-2.93985, 1.02137, 1.36820], [-0.30658, -2.01371, -0.56871], [-1.23221, -1.78778, -0.73185], [3.04360, -0.75932, -1.19496], [2.78988, 0.86746, -1.55686], [1.17304, -2.16367, 1.59771], [1.26601, -0.44211, 1.91119], [-0.30049, -1.28208, 2.06484], [0.28059, 2.62366, -1.05359], [-1.33312, 1.93663, -1.34743], [-0.80281, 2.34618, 0.29399]],
  "homo_ev": -8.216,
  "homo_lumo_gap_ev": 8.8,
  "smiles": "CC1=C(N)[C@]1(C)O.O=C=O",
  "spin_multiplicity": 1,
  "total_charge": 0,
  "lumo_ev": 0.554,
  "de_lowest_kj_mol": 174.5,
  "energy_ha": -514.44642
}

=====

(4)
{
  "formula": "C6H9NO3",
  "method": "ωB97M-V/def2-TZVPD",
  "symbols": ["C", "C", "O", "C", "C", "C", "C", "O", "N", "H", "H", "H", "H", "H", "H", "H", "H", "O", "H"],
  "coordinates": [[0.02596, 0.99216, -2.35204], [-0.84674, 0.10544, -1.51549], [-1.85779, -0.42098, -1.93954], [-0.42560, -0.13021, -0.10898], [-0.90911, -1.24775, 0.75249], [-1.29641, 0.16013, 1.12215], [-0.10573, 0.94046, 1.63859], [0.03661, 1.79560, 2.47299], [0.71893, 0.53036, 0.54699], [0.10923, 1.98361, -1.88194], [1.04131, 0.57033, -2.40541], [-0.39008, 1.08843, -3.35968], [-1.73093, -1.83942, 0.34860], [-0.18100, -1.79439, 1.35269], [-2.32666, 0.51023, 1.12500], [1.38537, 1.14572, 0.09084], [2.07185, -0.73988, 1.10622], [2.50417, -1.41684, 1.70044], [2.17661, -2.23299, 1.30608]],
  "homo_ev": -10.016,
  "homo_lumo_gap_ev": 10.5,
  "smiles": "CC(=O)[C@]12C[C@H]1C(=O)N2.O",
  "spin_multiplicity": 1,
  "total_charge": 0,
  "lumo_ev": 0.495,
  "de_lowest_kj_mol": 168.6,
  "energy_ha": -514.44866
}

=====

(5)
{
  "formula": "C6H9NO3",
  "method": "ωB97M-V/def2-TZVPD",
  "symbols": ["C", "C", "C", "C", "C", "C", "N", "O", "O", "O", "H", "H", "H", "H", "H", "H", "H", "H", "H"],
  "coordinates": [[1.67557, 1.96577, -0.17096], [0.89413, 1.51782, 0.81656], [-0.43595, 1.06167, 0.37283], [0.63646, -1.65817, -0.50784], [-1.42316, 1.22740, 1.51160], [-0.82686, -2.35516, -0.79816], [1.11777, -1.94690, -1.71399], [1.14642, -1.41572, 0.53781], [0.99720, -1.50722, -2.78682], [-0.75657, 0.52311, -0.64907], [2.60930, 2.45937, -0.10437], [1.26844, 1.81407, -1.12700], [1.09533, 1.68672, 1.84911], [-1.16839, 0.56724, 2.25511], [-2.38044, 1.14391, 1.20748], [-1.27416, 2.35366, 1.83574], [-1.27363, -1.98403, 0.10315], [-0.58653, -3.42588, -1.00593], [-1.31493, -2.02766, -1.62527]],
  "homo_ev": [-8.845, -8.847],
  "homo_lumo_gap_ev": [8.6, 8.6],
  "smiles": "C=CC(C)=O.CC(=O)N=O",
  "spin_multiplicity": 1,
  "total_charge": 0,
  "lumo_ev": [-0.278, -0.278],
  "de_lowest_kj_mol": 550.5,
  "energy_ha": -514.30319
}

=====

(6)
{
  "formula": "C6H9NOS",
  "method": "ωB97M-V/def2-TZVPD",
  "symbols": ["C", "C", "C", "C", "C", "C", "H", "H", "H", "H", "H", "H", "H", "H", "H", "N", "O", "S"],
  "coordinates": [[-3.59205, -0.18840, 0.28343], [-2.28243, 0.06243, 0.46519], [-1.34850, 0.18097, -0.72260], [1.14120, -0.23450, 0.30637], [2.06531, 0.81956, -0.36482], [3.19995, -0.13318, -0.01925], [-3.98103, -0.29501, -0.73471], [-4.29186, -0.29969, 1.11755], [-1.85219, 0.13425, 1.48414], [-0.84707, 1.16169, -0.79270], [-1.95348, 0.01735, -1.64344], [0.62023, 0.10146, 1.22154], [2.14126, 1.79429, 0.14598], [1.88119, 0.98718, -1.44816], [2.44302, -1.85875, 1.11932], [2.29827, -1.03899, 0.52109], [4.40937, -0.14583, -0.14753], [-0.05118, -1.06482, -0.79140]],
  "homo_ev": -8.974,
  "homo_lumo_gap_ev": 9.8,
  "smiles": "C=CCS[C@@H]1CC(=O)N1",
  "spin_multiplicity": 1,
  "total_charge": 0,
  "lumo_ev": 0.799,
  "de_lowest_kj_mol": 0.0,
  "energy_ha": -762.16843
}

=====

(7)
{
  "formula": "C6H9NOS",
  "method": "ωB97M-V/def2-TZVPD",
  "symbols": ["C", "C", "C", "C", "C", "C", "N", "O", "S", "H", "H", "H", "H", "H", "H", "H", "H", "H"],
  "coordinates": [[0.51314, 1.28970, -0.02974], [0.88052, 0.05302, 0.07479], [-1.98569, 0.19450, 0.05310], [0.82216, 2.70423, -0.12872], [2.27862, -0.49842, 0.26927], [-1.95467, -2.24538, -0.19086], [-1.38302, -0.92974, 0.00225], [0.02832, -1.06349, 0.08049], [-3.43240, 0.85362, 0.07319], [1.42901, 2.90079, -1.01479], [1.36795, 3.04123, 0.75598], [-0.09108, 3.29766, -0.20298], [2.37703, -1.44633, -0.25353], [2.45620, -0.66544, 1.33233], [2.99996, 0.21718, -0.10997], [-1.43361, -2.96429, 0.43975], [-3.00435, -2.19776, 0.08864], [-1.86809, -2.54108, -1.23918]],
  "homo_ev": [-7.820, -7.366],
  "homo_lumo_gap_ev": [7.8, 7.7],
  "spin_multiplicity": 1,
  "total_charge": 0,
  "lumo_ev": [-0.047, 0.375],
  "de_lowest_kj_mol": 450.7,
  "energy_ha": -761.99679
}

=====

(8)
{
  "formula": "C6H9NOS",
  "method": "ωB97M-V/def2-TZVPD",
  "symbols": ["C", "C", "C", "C", "C", "C", "H", "H", "H", "H", "H", "H", "H", "H", "H", "N", "O", "S"],
  "coordinates": [[0.89273, 1.87911, 0.10059], [1.40556, 0.53925, 0.25435], [2.67431, -0.99836, -0.39960], [0.48906, -0.41062, 0.59158], [-1.00005, -0.44473, 0.87344], [-1.78490, -0.90357, -0.47371], [1.52183, 2.75793, 0.41045], [0.41114, 1.70156, -1.16547], [-0.05407, 1.95347, 0.54046], [3.65815, -1.48062, -0.63090], [-1.26244, 0.68192, 1.04391], [-1.32724, -1.11004, 1.71270], [-1.42957, -0.38268, -1.37400], [-1.48525, -2.00670, -0.70505], [-3.36750, 0.48876, -0.38590], [2.55781, 0.25400, -0.36514], [-3.24836, -0.56039, -0.25668], [1.34878, -1.95830, 0.22898]],
  "homo_ev": -8.786,
  "homo_lumo_gap_ev": 9.4,
  "spin_multiplicity": 1,
  "total_charge": 0,
  "lumo_ev": 0.572,
  "de_lowest_kj_mol": 177.2,
  "energy_ha": -762.10095
}